No. 1
The following is a DFT calculation (wB97M-V/def2-TZVPD) of C24H18AgN5O3PS2 as an isolated structure.

Atoms and positions in Å:
Ag  -1.171  -1.136  -2.121
O  0.160  1.952  -5.088
S  -0.033  1.244  -3.845
O  0.964  0.220  -3.539
O  -1.410  0.765  -3.639
C  0.205  2.476  -2.556
C  0.132  3.813  -2.923
C  0.287  4.812  -1.975
C  0.519  4.475  -0.651
C  0.596  3.141  -0.282
C  0.446  2.123  -1.224
P  0.547  0.356  -0.730
C  2.330  -0.019  -0.817
C  2.697  -1.269  -1.305
C  4.037  -1.630  -1.365
C  5.014  -0.739  -0.951
C  4.655  0.518  -0.477
C  3.318  0.876  -0.411
C  0.246  0.459  1.078
C  1.147  0.030  2.050
C  0.784  0.016  3.395
C  -0.481  0.432  3.781
C  -1.392  0.853  2.816
C  -1.035  0.857  1.479
H  -0.042  4.044  -3.965
H  0.225  5.852  -2.273
H  0.641  5.247  0.099
H  0.768  2.891  0.758
H  1.927  -1.948  -1.656
H  4.314  -2.602  -1.752
H  6.060  -1.015  -1.007
H  5.419  1.219  -0.166
H  3.039  1.860  -0.052
H  2.141  -0.290  1.762
H  1.498  -0.317  4.138
H  -0.762  0.421  4.826
H  -2.390  1.158  3.104
H  -1.760  1.150  0.729
S  -0.580  -3.673  -1.835
C  -1.378  -3.612  -0.339
N  -0.828  -2.855  0.660
C  -1.429  -2.620  1.840
C  -2.622  -3.215  2.093
C  -3.129  -4.040  1.073
N  -2.536  -4.252  -0.082
H  0.024  -2.363  0.420
H  -0.914  -1.951  2.516
H  -3.184  -3.035  2.994
H  -4.081  -4.537  1.224
N  -2.952  -0.801  -0.574
C  -3.955  -0.791  0.020
N  -5.058  -0.666  0.697
C  -5.353  -1.569  1.606
N  -5.669  -2.317  2.438

- Net charge: -1
- Relative energy (zero: lowest compared OMol25 entry of this formula, charge and spin): 35.7 kJ/mol
- Highest occupied orbital energy: -5.60 eV
- LUMO energy: 2.09 eV
- Kohn-Sham gap: 7.69 eV

Mulliken atomic charge list, values in e, 5 entries: 0.31, -0.75, 1.30, -0.61, -0.72

=====

No. 2
The following is a DFT calculation (wB97M-V/def2-TZVPD) of C2H5N2S3 as an isolated structure.

Atoms and positions in Å:
C  -0.702  1.038  0.047
C  0.711  -0.966  -0.081
N  -0.357  -0.213  0.476
N  0.241  1.781  -0.459
S  1.748  1.099  -0.582
S  0.400  -1.826  -1.585
S  -1.524  -1.023  1.455
H  -1.739  1.333  0.266
H  1.503  -1.341  0.634
H  0.012  2.771  -0.820
H  1.399  -2.754  -1.475
H  -1.691  0.099  2.127

- Net charge: +1
- Relative energy (zero: lowest compared OMol25 entry of this formula, charge and spin): 208.5 kJ/mol
- Highest occupied orbital energy: -12.92 eV
- LUMO energy: -5.18 eV
- Kohn-Sham gap: 7.74 eV

Mulliken atomic charge list, values in e, 5 entries: 0.12, -0.33, -0.17, -0.16, 0.00

=====

No. 3
The following is a DFT calculation (wB97M-V/def2-TZVPD) of the molecule C14H10N4OS.

Atoms and positions in Å:
C  -0.178  2.490  -5.392
O  1.088  2.399  -4.724
C  1.106  1.662  -3.567
C  2.345  1.407  -3.017
C  2.506  0.672  -1.853
C  1.332  0.207  -1.272
C  0.067  0.438  -1.903
N  -0.046  1.171  -3.049
S  -1.422  -0.260  -1.259
C  -0.963  -0.686  0.399
N  -1.956  -1.012  1.256
C  -1.597  -1.264  2.526
C  -2.598  -1.620  3.454
C  -2.256  -1.801  4.808
C  -0.934  -1.655  5.227
C  0.063  -1.371  4.315
C  -0.250  -1.176  2.956
N  0.744  -0.877  2.099
C  0.379  -0.635  0.828
N  1.427  -0.376  -0.026
H  -0.911  3.181  -4.888
H  -0.084  2.831  -6.429
H  -0.641  1.494  -5.480
H  3.172  1.871  -3.543
H  3.470  0.470  -1.393
H  -3.597  -1.864  3.084
H  -2.996  -2.094  5.514
H  -0.718  -1.874  6.256
H  1.101  -1.265  4.690
H  2.345  -0.466  0.382

- Relative energy (zero: lowest compared OMol25 entry of this formula, charge and spin): 5.8 kJ/mol
- Highest occupied orbital energy: -7.40 eV
- SMILES: COc1ccc2c(n1)Sc1nc3ccccc3nc1N2
- LUMO energy: -0.36 eV
- Kohn-Sham gap: 7.04 eV

Mulliken atomic charge list, values in e, 5 entries: -0.64, -0.37, 0.22, -0.32, -0.79

=====

No. 4
The following is a DFT calculation (wB97M-V/def2-TZVPD) of C38H38AsCoF3N5S3 as an isolated structure.

Atoms and positions in Å:
Co  -0.743  2.396  0.359
C  -1.338  -1.737  1.748
S  -1.936  -0.172  4.029
C  -1.761  0.968  2.683
S  -0.230  1.677  2.443
N  -2.809  1.137  1.916
N  -2.494  1.895  0.819
C  -3.449  2.293  0.050
C  -3.032  3.102  -1.092
C  -3.916  3.701  -1.976
C  -3.405  4.454  -3.020
C  -2.031  4.586  -3.149
C  -1.212  3.954  -2.225
N  -1.695  3.230  -1.227
H  -1.689  -2.611  1.195
H  0.456  -2.812  1.443
H  -1.666  -0.883  1.154
H  -4.484  2.049  0.268
H  -4.981  3.570  -1.837
H  -4.071  4.933  -3.726
H  -1.593  5.167  -3.947
H  -0.133  4.026  -2.280
F  3.014  7.597  0.337
C  1.846  6.944  0.559
F  1.514  7.224  1.825
F  0.942  7.551  -0.232
C  1.973  5.474  0.270
C  3.183  4.973  -0.153
C  3.313  3.618  -0.442
C  2.190  2.830  -0.330
N  1.003  3.301  0.054
C  0.853  4.609  0.424
S  -0.663  5.052  1.049
H  4.031  5.636  -0.252
H  4.253  3.188  -0.752
H  2.229  1.770  -0.543
C  -0.373  -4.234  5.474
C  -0.564  -3.108  4.479
C  0.613  -2.288  4.204
C  0.950  -1.639  3.082
C  2.219  -0.827  3.118
C  0.205  -1.801  1.763
As  1.007  -0.536  0.330
N  -0.459  0.198  -0.461
C  -1.224  -0.531  -1.332
C  -2.098  0.128  -2.227
C  -2.913  -0.553  -3.113
C  -2.901  -1.941  -3.180
C  -2.033  -2.619  -2.332
C  -1.222  -1.944  -1.439
C  1.814  -1.767  -1.072
C  1.949  -1.294  -2.396
C  1.386  -0.008  -2.959
C  2.653  -2.046  -3.339
C  3.260  -3.248  -3.039
C  3.992  -4.048  -4.081
C  3.165  -3.688  -1.728
C  2.471  -2.976  -0.757
C  2.470  -3.598  0.621
C  -2.152  -1.753  3.044
C  -3.628  -1.887  2.669
C  -1.776  -2.869  3.976
H  0.684  -4.407  5.673
H  -0.800  -5.164  5.099
H  -0.859  -4.005  6.424
H  1.297  -2.200  5.044
H  2.699  -0.923  4.091
H  2.002  0.226  2.935
H  2.933  -1.134  2.349
H  -2.089  1.206  -2.241
H  -3.557  0.015  -3.776
H  -3.533  -2.474  -3.877
H  -1.985  -3.702  -2.367
H  -0.556  -2.520  -0.808
H  1.049  0.696  -2.208
H  0.515  -0.235  -3.577
H  2.134  0.467  -3.598
H  2.729  -1.655  -4.349
H  4.217  -3.438  -4.957
H  3.395  -4.900  -4.414
H  4.932  -4.441  -3.689
H  3.651  -4.616  -1.445
H  3.268  -4.336  0.693
H  1.530  -4.117  0.823
H  2.622  -2.868  1.415
H  -3.943  -1.043  2.059
H  -4.245  -1.919  3.567
H  -3.778  -2.811  2.103
H  -2.594  -3.517  4.281

- <S²>: 0.7607
- Net charge: -1
- Relative energy (zero: lowest compared OMol25 entry of this formula, charge and spin): 0.0 kJ/mol
- Highest occupied orbital energy (spin up / spin down): -4.07 / -4.05 eV
- Multiplicity: 2
- LUMO energy (spin up / spin down): 1.66 / 1.66 eV
- Kohn-Sham gap (spin up / spin down): 5.73 / 5.71 eV

Mulliken atomic charge list, values in e, 5 entries: -0.46, -2.13, -0.27, 0.89, -0.54

=====

No. 5
The following is a DFT calculation (wB97M-V/def2-TZVPD) of CHBrOS2 as an isolated structure.

Atoms and positions in Å:
C  -1.413  0.166  -0.177
O  -1.251  0.731  -1.187
S  0.298  -1.300  0.704
S  1.775  -0.671  -0.433
Br  2.738  1.136  0.646
H  -2.146  -0.062  0.447

- Relative energy (zero: lowest compared OMol25 entry of this formula, charge and spin): 171.0 kJ/mol
- Highest occupied orbital energy: -8.62 eV
- LUMO energy: -0.87 eV
- Kohn-Sham gap: 7.75 eV

Mulliken atomic charge list, values in e, 5 entries: 0.09, -0.24, -0.15, 0.00, -0.11

=====

No. 6
The following is a DFT calculation (wB97M-V/def2-TZVPD) of C32H53BrF3InNO13 as an isolated structure.

Atoms and positions in Å:
N  -2.018  3.052  -2.050
C  -2.366  2.315  -0.773
C  -2.206  0.733  -0.894
C  -1.918  0.048  0.545
C  -0.445  0.363  1.098
In  -0.309  1.929  2.711
Br  -0.506  0.729  5.050
C  -1.941  3.485  2.642
C  -1.475  4.837  1.873
O  -0.033  4.947  1.850
C  0.449  5.434  0.600
C  1.808  4.640  0.274
F  2.669  4.748  1.375
F  2.493  5.276  -0.793
F  1.608  3.325  -0.102
H  -2.859  3.204  -2.620
H  -1.644  3.953  -1.718
H  -1.591  2.664  -0.009
H  -3.408  2.637  -0.448
H  -1.350  0.535  -1.626
H  -3.141  0.251  -1.318
H  -1.956  -1.086  0.334
H  -2.749  0.248  1.295
H  -0.053  -0.621  1.539
H  0.302  0.640  0.274
H  1.297  2.748  2.527
H  -2.951  3.103  2.276
H  -2.115  3.823  3.727
H  -1.883  5.711  2.497
H  -1.971  4.918  0.858
H  -0.242  5.261  -0.278
H  0.764  6.532  0.661
O  0.412  -2.410  -1.776
C  1.334  -1.742  -2.161
O  2.373  -1.362  -1.375
C  3.236  -0.486  -2.113
C  2.957  -0.787  -3.568
C  1.490  -1.169  -3.545
H  2.993  0.547  -1.849
H  4.274  -0.683  -1.850
H  3.184  0.048  -4.232
H  3.554  -1.646  -3.891
H  0.840  -0.296  -3.644
H  1.254  -1.912  -4.306
O  3.309  0.008  5.142
C  3.530  1.188  5.123
O  2.728  2.105  4.523
C  3.341  3.395  4.593
C  4.311  3.314  5.751
C  4.744  1.864  5.710
H  3.843  3.594  3.642
H  2.575  4.155  4.753
H  5.137  4.023  5.672
H  3.785  3.513  6.690
H  5.594  1.711  5.041
H  4.963  1.480  6.705
O  -3.307  -2.779  -0.548
C  -2.985  -3.746  0.085
O  -3.479  -4.052  1.316
C  -2.801  -5.207  1.828
C  -2.246  -5.914  0.610
C  -1.957  -4.762  -0.329
H  -2.013  -4.875  2.511
H  -3.505  -5.832  2.379
H  -1.373  -6.531  0.831
H  -3.012  -6.559  0.173
H  -0.960  -4.344  -0.169
H  -2.090  -5.051  -1.371
O  6.514  -0.388  -3.207
C  6.836  -1.363  -2.576
O  6.333  -1.683  -1.350
C  7.013  -2.840  -0.846
C  7.580  -3.534  -2.064
C  7.872  -2.373  -2.993
H  7.794  -2.512  -0.155
H  6.308  -3.473  -0.307
H  8.452  -4.149  -1.842
H  6.817  -4.178  -2.512
H  8.866  -1.954  -2.821
H  7.748  -2.653  -4.038
O  -4.407  3.716  0.970
C  -4.976  4.751  1.170
O  -4.965  5.805  0.307
C  -5.648  6.915  0.903
C  -6.552  6.309  1.954
C  -5.758  5.100  2.408
H  -4.904  7.591  1.333
H  -6.211  7.451  0.138
H  -6.798  7.002  2.761
H  -7.489  5.981  1.494
H  -5.059  5.348  3.211
H  -6.408  4.279  2.705
O  -3.778  -7.218  -1.892
C  -3.284  -7.315  -2.982
O  -2.053  -7.843  -3.212
C  -1.726  -7.705  -4.600
C  -3.054  -7.556  -5.308
C  -3.896  -6.838  -4.272
H  -1.089  -6.825  -4.722
H  -1.179  -8.587  -4.937
H  -2.979  -7.025  -6.258
H  -3.481  -8.544  -5.508
H  -3.786  -5.753  -4.338
H  -4.945  -7.123  -4.337

- Net charge: -1
- Highest occupied orbital energy: -3.87 eV
- LUMO energy: 2.00 eV
- Kohn-Sham gap: 5.87 eV

Mulliken atomic charge list, values in e, 5 entries: -0.81, 1.47, -0.49, 0.87, -0.92